--- 1 ---
The following is a DFT calculation (ωB97M-V/def2-TZVPD) of 8 unconnected molecules or ions with the total composition C24H68N4O12.

For the lowest unoccupied orbital energy, the calculation gives 0.37 eV. Its charge is 0. The value obtained for the HOMO-LUMO gap is 8.614 eV. As for the HOMO energy: -8.24 eV. Its structure (SMILES) is COC[C@H](C)N.COC[C@H](C)N.COC[C@H](C)N.COC[C@H](C)N.OCCO.OCCO.OCCO.OCCO.

Geometry as XYZ:
```
108
C24H68N4O12 ωB97M-V/def2-TZVPD
C -9.726 -30.707 -12.894
C -10.242 -31.725 -13.939
O -9.879 -33.035 -13.559
O -10.218 -29.676 -13.371
H -8.636 -30.639 -12.759
H -10.325 -30.675 -11.936
H -9.833 -31.444 -14.959
H -11.241 -31.510 -14.323
H -8.978 -33.284 -13.868
H -9.566 -29.349 -14.023
C -11.145 -27.975 -21.282
C -12.434 -27.226 -20.926
O -12.671 -26.167 -21.920
O -10.213 -27.235 -20.844
H -10.987 -28.085 -22.347
H -11.137 -28.986 -20.798
H -12.505 -26.711 -19.923
H -13.328 -27.882 -20.835
H -13.284 -25.472 -21.622
H -10.463 -26.333 -21.030
C -9.201 -27.079 -15.990
C -9.068 -27.189 -17.509
O -10.302 -27.135 -18.052
O -9.087 -28.212 -15.449
H -10.060 -26.423 -15.721
H -8.262 -26.697 -15.576
H -8.585 -27.951 -18.057
H -8.444 -26.365 -17.808
H -10.178 -26.977 -19.029
H -8.220 -28.522 -15.698
C -13.108 -28.967 -17.234
C -11.925 -29.743 -16.554
O -10.848 -29.919 -17.464
O -14.065 -28.895 -16.481
H -13.381 -29.621 -18.037
H -12.707 -28.038 -17.675
H -12.341 -30.655 -16.301
H -11.523 -29.267 -15.715
H -10.426 -29.090 -17.352
H -14.751 -28.310 -16.810
C -7.400 -30.631 -17.211
C -6.782 -30.355 -15.872
C -5.355 -31.064 -15.710
O -5.579 -32.471 -15.529
C -4.391 -33.351 -15.760
N -6.583 -28.894 -15.699
H -7.758 -31.552 -16.971
H -6.674 -30.705 -18.030
H -8.250 -29.959 -17.446
H -7.376 -30.704 -15.020
H -4.846 -30.847 -14.824
H -4.652 -30.888 -16.620
H -3.607 -33.132 -15.015
H -3.877 -33.110 -16.670
H -4.683 -34.425 -15.736
H -6.123 -28.445 -16.499
H -5.957 -28.729 -14.912
C -15.278 -26.895 -19.363
C -15.018 -26.335 -17.998
C -15.292 -24.874 -17.880
O -14.188 -24.115 -18.378
C -14.301 -22.782 -17.970
N -15.920 -26.981 -17.083
H -16.346 -26.814 -19.619
H -14.953 -27.921 -19.432
H -14.780 -26.322 -20.200
H -14.007 -26.551 -17.706
H -15.231 -24.611 -16.873
H -16.286 -24.556 -18.210
H -15.258 -22.343 -17.801
H -13.862 -22.009 -18.710
H -13.731 -22.622 -17.084
H -16.900 -26.830 -17.416
H -15.826 -26.296 -16.319
C -11.669 -26.799 -13.419
C -12.928 -26.129 -13.845
C -12.655 -25.438 -15.243
O -11.463 -24.702 -15.322
C -11.297 -24.119 -16.569
N -14.053 -27.102 -14.003
H -10.901 -25.992 -13.262
H -11.337 -27.430 -14.266
H -11.823 -27.428 -12.533
H -13.164 -25.269 -13.128
H -13.577 -24.962 -15.733
H -12.630 -26.206 -15.971
H -10.769 -24.898 -17.095
H -10.611 -23.297 -16.389
H -12.180 -23.761 -17.016
H -14.935 -26.602 -14.381
H -13.734 -27.886 -14.585
C -14.439 -31.251 -11.238
C -13.674 -30.800 -12.503
C -14.686 -30.474 -13.564
O -15.409 -29.273 -13.273
C -16.592 -29.161 -14.094
N -12.927 -29.560 -12.268
H -15.171 -30.561 -10.781
H -13.760 -31.683 -10.488
H -14.943 -32.197 -11.540
H -12.904 -31.533 -12.670
H -15.422 -31.248 -13.772
H -14.264 -30.266 -14.552
H -16.460 -29.321 -15.195
H -16.855 -28.129 -13.983
H -17.542 -29.640 -13.797
H -12.182 -29.578 -12.965
H -13.497 -28.824 -12.597
```

Mulliken population analysis, charges in e, atoms 1 to 4: -0.414, 0.400, -0.616, -0.224

=====

--- 2 ---
The following is a DFT calculation (ωB97M-V/def2-TZVPD) of 8 unconnected molecules or ions with the total composition C24H68N4O12.

For the lowest unoccupied orbital energy, the calculation gives 0.49 eV. Its charge is 0. The value obtained for the HOMO-LUMO gap is 9.305 eV. As for the HOMO energy: -8.81 eV. Its structure (SMILES) is COC[C@H](C)N.COC[C@H](C)N.COC[C@H](C)N.COC[C@H](C)N.OCCO.OCCO.OCCO.OCCO.

Geometry as XYZ:
```
108
C24H68N4O12 ωB97M-V/def2-TZVPD
C -5.229 -2.843 2.363
C -4.071 -2.034 1.870
C -2.726 -2.727 2.134
O -2.368 -2.693 3.477
C -1.103 -3.339 3.610
N -4.112 -1.818 0.426
H -5.293 -3.787 1.753
H -6.207 -2.280 2.429
H -4.900 -3.199 3.331
H -4.078 -1.077 2.434
H -2.066 -2.043 1.634
H -2.680 -3.716 1.699
H -0.332 -2.795 3.045
H -1.191 -4.396 3.190
H -0.767 -3.416 4.631
H -4.926 -1.271 0.174
H -3.309 -1.386 0.019
C 0.602 -4.818 -1.997
C -0.617 -4.925 -1.113
C -0.323 -6.039 -0.054
O -0.014 -7.293 -0.691
C 0.705 -8.174 0.090
N -1.074 -3.635 -0.589
H 1.447 -4.324 -1.525
H 0.350 -4.209 -2.862
H 0.742 -5.835 -2.238
H -1.413 -5.269 -1.742
H -1.130 -6.227 0.617
H 0.529 -5.607 0.554
H 0.671 -9.148 -0.502
H 0.217 -8.357 1.035
H 1.786 -7.943 0.170
H -0.288 -3.330 -0.002
H -1.959 -3.668 -0.093
C 4.816 3.909 -2.506
C 3.733 2.823 -2.177
C 2.380 3.103 -2.912
O 1.891 4.370 -2.507
C 0.534 4.472 -2.804
N 4.267 1.479 -2.300
H 5.184 3.827 -3.578
H 5.687 3.786 -1.881
H 4.351 4.875 -2.454
H 3.447 2.862 -1.132
H 1.735 2.295 -2.617
H 2.468 3.137 -4.047
H 0.077 5.229 -2.154
H -0.047 3.553 -2.597
H 0.374 4.724 -3.854
H 4.536 1.303 -3.285
H 3.479 0.874 -2.002
C -4.850 1.405 -0.624
C -3.823 2.461 -0.234
C -2.964 1.852 0.909
O -2.351 2.950 1.575
C -1.491 2.718 2.676
N -2.980 2.913 -1.305
H -4.406 0.546 -1.035
H -5.477 1.785 -1.431
H -5.384 1.050 0.240
H -4.338 3.290 0.180
H -2.153 1.163 0.503
H -3.664 1.314 1.546
H -1.190 3.707 2.973
H -0.547 2.300 2.393
H -1.983 2.203 3.519
H -2.226 3.542 -1.100
H -2.523 2.128 -1.867
C 4.808 0.685 1.444
C 6.104 1.084 0.826
O 6.096 2.122 -0.186
O 4.054 -0.310 0.706
H 4.197 1.529 1.700
H 5.050 0.165 2.339
H 6.605 0.226 0.393
H 6.704 1.461 1.623
H 5.639 1.748 -1.007
H 4.676 -0.989 0.506
C 1.422 5.584 2.868
C 1.868 4.123 2.620
O 1.586 3.698 1.303
O 0.051 5.778 2.584
H 2.043 6.381 2.419
H 1.511 5.813 3.875
H 1.252 3.562 3.328
H 2.899 3.827 2.867
H 0.610 3.737 1.285
H -0.150 5.781 1.651
C -1.144 -0.179 -3.806
C -2.245 -0.666 -2.865
O -1.774 -1.037 -1.555
O -0.652 1.089 -3.491
H -1.589 -0.123 -4.873
H -0.361 -0.893 -3.838
H -2.703 -1.602 -3.295
H -3.041 0.009 -2.765
H -1.463 -1.989 -1.465
H 0.045 1.008 -2.852
C 0.416 -0.586 1.318
C 0.693 0.526 0.279
O 0.484 0.120 -1.070
O 1.400 -1.672 1.301
H -0.563 -0.986 1.249
H 0.428 -0.032 2.272
H 1.682 0.901 0.381
H 0.079 1.361 0.524
H -0.417 -0.310 -1.170
H 2.266 -1.273 1.189
```

Mulliken population analysis, charges in e, atoms 1 to 4: -1.461, 1.038, 0.600, -0.457

=====

What should be chosen as the most stable of them? Choose 2.

=====

--- 1 ---
The following is a DFT calculation (ωB97M-V/def2-TZVPD) of 9 unconnected molecules or ions with the total composition C17H52N10O9.

For the lowest unoccupied orbital energy, the calculation gives 0.12 eV. Its charge is 0. The value obtained for the HOMO-LUMO gap is 8.478 eV. As for the HOMO energy: -8.35 eV. Its structure (SMILES) is NC(N)=O.NC(N)=O.NC(N)=O.NC(N)=O.NC(N)=O.CC(C)O.CC(C)O.CC(C)O.CC(C)O.

Geometry as XYZ:
```
88
C17H52N10O9 ωB97M-V/def2-TZVPD
C 1.053 1.832 -0.464
O 2.308 1.510 0.206
N 0.947 2.103 -1.728
N -0.095 2.086 0.155
H 1.637 1.604 -2.288
H 0.086 2.467 -2.236
H 0.084 2.275 1.107
H -0.590 1.143 0.247
C 2.694 -0.520 -2.448
O 2.067 -1.608 -3.004
N 3.292 -0.577 -1.324
N 2.956 0.636 -2.980
H 3.058 -1.410 -0.702
H 3.524 0.286 -0.774
H 2.606 0.817 -3.900
H 3.451 1.364 -2.489
C 3.495 -2.669 2.280
O 3.154 -2.370 0.982
N 3.172 -1.911 3.329
N 4.329 -3.586 2.645
H 2.661 -1.016 3.110
H 3.522 -2.152 4.245
H 4.546 -4.370 1.959
H 4.683 -3.740 3.577
C 0.423 0.682 2.923
O 1.661 0.206 2.556
N 0.011 1.926 2.898
N -0.501 -0.200 3.169
H 0.635 2.709 2.719
H -0.812 2.241 3.397
H -0.137 -1.192 3.168
H -1.372 -0.040 3.642
C -2.096 3.045 -2.659
O -3.077 3.034 -3.553
N -2.199 2.633 -1.418
N -0.979 3.577 -2.905
H -3.051 2.161 -1.239
H -1.393 2.401 -0.813
H -0.792 3.693 -3.913
H -0.364 4.024 -2.257
C 2.096 -0.706 -6.137
C 1.207 0.536 -5.924
C 0.076 0.358 -4.862
O 1.912 1.516 -5.520
H 2.389 -0.653 -7.207
H 1.629 -1.645 -5.843
H 2.976 -0.628 -5.603
H 0.815 0.813 -6.903
H -0.614 1.201 -4.935
H 0.447 0.237 -3.819
H -0.462 -0.517 -5.082
H 1.265 2.241 -5.396
C -4.182 1.928 1.268
C -4.138 3.381 1.726
C -5.101 3.677 2.913
O -2.961 3.823 1.974
H -4.029 1.338 2.145
H -3.440 1.786 0.479
H -5.165 1.727 0.914
H -4.445 3.995 0.883
H -5.043 4.767 3.069
H -4.889 3.218 3.879
H -6.136 3.490 2.634
H -2.545 4.028 1.148
C -0.918 -4.219 4.243
C 0.511 -3.896 3.857
C 1.013 -4.793 2.717
O 0.638 -2.668 3.579
H -1.056 -4.851 5.087
H -1.489 -4.604 3.406
H -1.472 -3.376 4.562
H 1.099 -4.084 4.756
H 0.469 -4.541 1.828
H 0.920 -5.858 2.910
H 2.036 -4.697 2.416
H 1.541 -2.436 3.632
C -1.267 -0.753 -1.607
C -1.232 -1.035 -0.079
C 0.156 -1.577 0.263
O -1.597 -0.074 0.642
H -2.279 -0.452 -1.867
H -1.108 -1.671 -2.152
H -0.490 -0.130 -1.938
H -1.758 -1.945 0.239
H 0.150 -1.935 1.270
H 0.865 -0.772 0.078
H 0.348 -2.387 -0.382
H -1.365 -0.276 1.526
```

Mulliken population analysis, charges in e, atoms 1 to 4: 0.180, -0.748, 0.048, -0.197

=====

--- 2 ---
The following is a DFT calculation (ωB97M-V/def2-TZVPD) of 9 unconnected molecules or ions with the total composition C17H52N10O9.

For the lowest unoccupied orbital energy, the calculation gives 0.15 eV. Its charge is 0. The value obtained for the HOMO-LUMO gap is 9.555 eV. As for the HOMO energy: -9.40 eV. Its structure (SMILES) is NC(N)=O.NC(N)=O.NC(N)=O.NC(N)=O.NC(N)=O.CC(C)O.CC(C)O.CC(C)O.CC(C)O.

Geometry as XYZ:
```
88
C17H52N10O9 ωB97M-V/def2-TZVPD
C 4.464 -4.527 -0.701
O 5.188 -5.027 -1.543
N 3.681 -3.429 -0.874
N 4.371 -5.063 0.571
H 3.821 -2.921 -1.739
H 3.229 -2.915 -0.134
H 3.572 -4.764 1.105
H 4.773 -5.971 0.704
C -5.499 -1.944 -1.434
O -6.153 -2.483 -2.307
N -4.131 -1.911 -1.469
N -6.041 -1.343 -0.313
H -3.745 -2.338 -2.289
H -3.611 -1.389 -0.775
H -6.947 -1.738 -0.116
H -5.449 -1.103 0.461
C -1.032 -1.550 4.738
O -0.435 -0.502 4.591
N -1.902 -1.801 5.771
N -0.948 -2.605 3.872
H -1.869 -1.197 6.568
H -2.508 -2.599 5.752
H -0.354 -2.426 3.087
H -1.577 -3.354 4.090
C 2.316 -1.644 -3.697
O 3.161 -1.171 -2.928
N 2.092 -2.971 -3.914
N 1.435 -0.772 -4.260
H 1.259 -3.236 -4.403
H 2.541 -3.589 -3.261
H 1.599 0.204 -4.063
H 0.618 -1.125 -4.722
C 2.312 2.572 -2.847
O 2.744 2.069 -3.877
N 3.130 3.243 -1.987
N 1.002 2.579 -2.453
H 2.703 3.520 -1.119
H 4.117 3.330 -2.116
H 0.313 2.206 -3.074
H 0.834 3.274 -1.741
C -0.882 6.169 0.258
C -0.128 4.922 0.757
C -1.095 3.750 0.773
O 0.969 4.667 -0.125
H -0.300 7.036 0.591
H -1.879 6.254 0.689
H -0.994 6.244 -0.822
H 0.244 5.095 1.768
H -0.616 2.882 1.240
H -1.357 3.480 -0.249
H -2.033 3.904 1.301
H 1.556 5.420 -0.002
C -0.885 -2.838 -0.423
C -0.770 -1.471 0.245
C -0.145 -0.437 -0.644
O -2.099 -1.097 0.622
H -1.123 -3.639 0.273
H 0.071 -3.064 -0.896
H -1.624 -2.774 -1.219
H -0.215 -1.636 1.175
H -0.219 0.583 -0.266
H -0.566 -0.480 -1.650
H 0.921 -0.619 -0.812
H -2.197 -0.136 0.602
C -4.925 1.809 0.632
C -4.214 1.897 -0.712
C -4.302 3.344 -1.224
O -2.890 1.414 -0.668
H -4.687 0.894 1.183
H -6.008 1.830 0.528
H -4.582 2.625 1.276
H -4.782 1.345 -1.467
H -5.319 3.713 -1.360
H -3.807 3.365 -2.197
H -3.908 4.036 -0.472
H -2.289 2.166 -0.596
C 4.598 -0.334 1.024
C 4.502 -1.664 1.757
C 4.957 -1.566 3.194
O 3.123 -2.124 1.754
H 3.712 0.290 1.194
H 4.619 -0.472 -0.058
H 5.425 0.281 1.382
H 5.079 -2.371 1.165
H 4.411 -0.782 3.731
H 6.025 -1.337 3.240
H 4.831 -2.449 3.824
H 2.722 -1.718 2.530
```

Mulliken population analysis, charges in e, atoms 1 to 4: 0.490, -0.689, -0.039, -0.352

=====

What should be chosen as the most stable of them? Choose 2.

=====

--- 1 ---
The following is a DFT calculation (ωB97M-V/def2-TZVPD) of 2 unconnected molecules or ions with the total composition C3H12N3O.

For the lowest unoccupied orbital energy, the calculation gives -3.07 eV. Its charge is +1. The value obtained for the HOMO-LUMO gap is 10.524 eV. As for the HOMO energy: -13.59 eV.

Geometry as XYZ:
```
19
C3H12N3O ωB97M-V/def2-TZVPD
C 2.349 0.558 -0.017
O 3.518 1.404 0.199
C 1.210 1.464 -0.519
N 0.035 0.641 -0.939
H 2.006 0.079 0.891
H 2.620 -0.222 -0.762
H 4.190 0.839 0.514
H 0.947 2.153 0.330
H 1.558 2.069 -1.391
H -0.334 -0.025 -0.259
H 0.304 0.070 -1.739
H -0.755 1.245 -1.142
N -3.513 -1.097 0.437
C -2.332 -1.601 1.005
N -1.159 -1.261 0.530
H -4.423 -1.521 0.489
H -3.325 -0.625 -0.420
H -2.417 -2.293 1.838
H -0.479 -1.877 0.956
```

Mulliken population analysis, charges in e, atoms 1 to 4: -0.441, -0.484, -0.545, -0.173

=====

--- 2 ---
The following is a DFT calculation (ωB97M-V/def2-TZVPD) of 2 unconnected molecules or ions with the total composition C3H12N3O.

For the lowest unoccupied orbital energy, the calculation gives -2.81 eV. Its charge is +1. The value obtained for the HOMO-LUMO gap is 11.750 eV. As for the HOMO energy: -14.56 eV.

Geometry as XYZ:
```
19
C3H12N3O ωB97M-V/def2-TZVPD
C 1.526 2.393 0.807
O 0.504 2.259 -0.178
H 0.733 2.688 -1.013
H 1.073 2.131 1.750
H 2.412 1.793 0.631
H 1.700 3.453 1.006
C -0.644 -1.291 1.809
C -0.472 -0.922 -0.622
N -0.340 -0.495 0.610
N -0.852 -2.190 -0.906
N -0.072 -0.231 -1.706
H 0.118 0.397 0.761
H -0.826 -2.918 -0.216
H -1.493 -2.303 -1.673
H -0.020 0.771 -1.683
H 0.408 -0.806 -2.375
H -0.912 -2.296 1.559
H -1.334 -0.765 2.455
H 0.301 -1.387 2.350
```

Mulliken population analysis, charges in e, atoms 1 to 4: -0.787, -0.608, 0.341, 0.293

=====

What should be chosen as the most stable of them? Choose 2.

=====

--- 1 ---
The following is a DFT calculation (ωB97M-V/def2-TZVPD) of a molecular structure, C3H5NS2.

For the lowest unoccupied orbital energy (spin up / spin down), the calculation gives -0.17 / -0.17 eV. Its charge is 0. The value obtained for the HOMO-LUMO gap (spin up / spin down) is 8.274 / 8.275 eV. As for the HOMO energy (spin up / spin down): -8.45 / -8.45 eV.

Geometry as XYZ:
```
11
C3H5NS2 ωB97M-V/def2-TZVPD
C 1.700 0.865 -0.518
C -0.586 -0.010 -0.298
C -0.926 -0.512 1.127
N 0.495 -0.620 -0.949
S 3.228 0.874 -0.695
S 0.313 1.611 0.128
H -1.592 0.244 -0.947
H -1.220 0.351 1.704
H -0.117 -1.072 1.334
H -1.828 -1.161 1.144
H 0.533 -0.570 -2.030
```

Mulliken population analysis, charges in e, atoms 1 to 4: 0.350, 0.371, -1.291, -0.753

=====

--- 2 ---
The following is a DFT calculation (ωB97M-V/def2-TZVPD) of C3H5NS2 in the gas phase.

For the lowest unoccupied orbital energy, the calculation gives 0.31 eV. Its charge is 0. The value obtained for the HOMO-LUMO gap is 7.559 eV. As for the HOMO energy: -7.25 eV.

Geometry as XYZ:
```
11
C3H5NS2 ωB97M-V/def2-TZVPD
C 0.312 0.737 1.780
C 1.408 -0.001 1.785
C -0.975 -0.811 -1.197
N -0.893 0.271 1.442
S 1.282 -1.565 0.805
S -0.661 -1.380 0.511
H 0.539 1.781 2.061
H 2.303 0.591 1.913
H -2.090 -0.668 -1.280
H -0.604 -1.605 -1.750
H -0.669 0.188 -1.430
```

Mulliken population analysis, charges in e, atoms 1 to 4: 0.182, -0.442, -0.778, -0.638

=====

--- 3 ---
The following is a DFT calculation (ωB97M-V/def2-TZVPD) of C3H5NS2 in the gas phase.

For the lowest unoccupied orbital energy, the calculation gives 0.60 eV. Its charge is 0. The value obtained for the HOMO-LUMO gap is 9.064 eV. As for the HOMO energy: -8.47 eV. Its structure (SMILES) is C1CN2S[C@@H]2S1.

Geometry as XYZ:
```
11
C3H5NS2 ωB97M-V/def2-TZVPD
C -0.503 -0.683 0.442
C 0.764 0.041 0.969
C -0.393 0.904 -1.292
N -0.785 -0.371 -0.905
S 0.708 1.686 0.179
S 0.514 -0.426 -2.103
H -0.382 -1.849 0.690
H -1.313 -0.478 1.123
H 0.686 0.014 2.116
H 1.805 -0.363 0.678
H -1.102 1.524 -1.897
```

Mulliken population analysis, charges in e, atoms 1 to 4: -0.508, -0.492, -0.123, -0.133

=====

What should be chosen as the most stable of them? Choose 3.